Computed, not measured: C7H10IN2O9P2PbSe3Te as an isolated structure, with ωB97M-V/def2-TZVPD.

## Properties
Net charge: -1
HOMO in Eh: -0.1843
Kohn-Sham gap in eV: 6.96
Energy in eV: -264099.372
Max |F| in eV/Å: 0.19

Structure (XYZ):
```
36
Properties=species:S:1:pos:R:3:forces:R:3:mulliken_charge:R:1
Pb -1.067 -0.620 0.760 -0.01 0.06 -0.03 0.99
O 2.641 -5.951 -0.121 -0.04 0.00 -0.01 -0.50
P 1.617 -4.728 -0.194 -0.05 0.02 -0.02 0.86
O 0.773 -5.172 -1.449 -0.06 -0.10 -0.02 -0.36
O 2.267 -3.412 -0.257 0.06 -0.02 -0.01 -0.72
O 0.709 -4.991 1.068 0.11 0.04 0.05 -0.19
P -0.449 -3.938 1.612 0.01 -0.03 0.01 0.56
O -1.693 -4.954 1.711 -0.01 0.04 -0.02 -0.48
O -0.081 -3.429 2.945 -0.04 -0.03 -0.02 -0.72
O -0.680 -3.016 0.448 -0.03 -0.06 -0.02 -0.13
H 3.365 -5.741 0.479 0.02 0.01 0.01 0.33
H -1.857 -5.139 2.641 0.00 -0.02 0.03 0.30
Se -2.740 -0.808 -1.496 0.00 0.08 -0.07 -0.33
Se -3.521 -2.962 -1.190 0.07 -0.15 -0.03 -0.25
Te -2.289 -4.391 -2.875 -0.17 0.02 0.05 0.05
Se 0.113 -3.985 -2.703 0.14 0.10 0.01 0.02
N 1.415 0.147 -1.449 -0.04 0.07 0.04 -0.89
N 0.733 -0.956 -0.806 -0.04 0.06 0.15 0.14
H 1.757 0.713 -0.676 0.03 0.02 0.00 0.31
H 0.665 0.717 -1.836 0.00 0.00 -0.01 0.32
H 1.434 -1.571 -0.391 0.07 -0.07 -0.06 0.32
H 0.325 -1.531 -1.542 -0.04 0.02 0.07 0.14
I -0.290 8.620 0.235 0.00 0.01 0.00 0.04
C -0.266 6.529 0.313 0.00 -0.02 0.00 0.05
C -1.112 5.808 -0.517 -0.01 0.01 0.00 -0.50
C -1.093 4.422 -0.458 0.00 0.00 0.01 -0.33
C -0.234 3.765 0.414 0.04 0.00 -0.06 0.03
C 0.608 4.504 1.235 0.01 0.00 -0.01 -0.29
C 0.595 5.890 1.192 0.00 0.01 0.00 -0.49
C -0.205 2.253 0.472 -0.08 -0.04 0.16 0.54
O 0.626 1.700 1.214 0.04 -0.03 -0.10 -0.74
O -1.063 1.641 -0.235 0.04 0.01 -0.09 -0.64
H -1.777 6.319 -1.199 0.00 0.00 0.00 0.36
H -1.746 3.830 -1.085 0.00 0.00 0.00 0.42
H 1.271 3.972 1.904 0.00 0.00 0.00 0.42
H 1.248 6.466 1.834 0.00 0.00 0.00 0.36
```
Forces are in eV/Å.